No. 1
21
Properties=species:S:1:pos:R:3:forces:R:3 method="wB97M-V/def2-TZVPD" lumo_ev=-4.08 charge=+1 gap_ev=9.984 e_homo_ev=-14.1 relative_energy_kcal_mol=111.4
C -0.2321 0.9129 -1.2759 2.01 -0.17 0.71
C -1.4848 1.7327 -1.4393 2.83 2.36 -0.36
C 1.1318 0.8248 2.4936 -1.23 2.79 2.14
C -1.0166 1.1979 -0.0477 -0.10 3.95 -1.03
N 1.4307 -0.8139 0.8405 2.27 0.50 -2.37
N 0.7614 0.0248 1.6198 -3.22 -3.84 -0.09
N 0.4632 -2.3264 -1.3019 -1.37 -3.74 2.14
H 0.8477 1.2642 -1.2487 -1.60 0.11 -0.50
H -1.6413 0.5101 0.3942 -1.29 -1.63 0.87
H -0.2619 -0.1231 -1.5512 -0.31 -0.07 -0.43
H -2.1692 1.3203 -2.1239 -1.25 -0.89 0.10
H -1.2943 2.8259 -1.7868 -0.35 -1.86 1.35
H 0.2712 1.1535 3.1478 1.49 -0.06 -0.66
H 2.1006 1.3053 2.5231 0.17 -0.41 0.08
H -0.6611 2.0250 0.6469 -0.55 -1.18 -1.09
H -0.2117 -0.3540 1.6732 0.76 0.96 0.24
H 0.9281 -1.2998 -0.0200 -0.07 0.57 1.40
H 2.2417 -0.2651 0.5284 0.17 -0.97 -0.13
H -0.4779 -2.7177 -1.5790 1.39 0.90 0.38
H 0.7710 -1.6880 -1.9604 1.02 0.74 -2.05
H 1.0687 -3.1962 -1.1624 -0.78 1.93 -0.70


No. 2
21
Properties=species:S:1:pos:R:3:forces:R:3 method="wB97M-V/def2-TZVPD" lumo_ev=-3.02 charge=+1 gap_ev=10.686 e_homo_ev=-13.7 relative_energy_kcal_mol=32.2
N -1.5755 -0.5231 0.1028 -0.03 0.19 0.28
C -1.6756 -1.7477 0.9698 -0.10 -0.38 -0.03
N -1.4664 -1.5248 2.3664 0.39 0.41 -0.22
H -2.3779 0.0769 0.2879 -0.06 -0.04 -0.06
H -1.6429 -0.7808 -0.8791 0.08 0.02 -0.02
H -2.6417 -2.2191 0.7947 -0.12 0.14 0.08
H -0.9308 -2.4550 0.6156 0.12 0.01 -0.03
H -0.4854 -1.4504 2.6086 -0.13 -0.10 0.07
H -1.9562 -0.7264 2.7491 -0.23 -0.17 0.06
C 2.1007 1.0342 -2.6929 -0.36 -0.18 0.02
C 1.3266 0.6087 -1.4871 0.03 -0.19 0.02
C 1.2222 1.3568 -0.4083 -0.12 0.50 0.09
N 0.4855 0.9332 0.7750 -0.25 -0.52 -0.29
H 2.4148 2.0690 -2.6124 0.13 0.09 0.03
H 2.9705 0.3965 -2.8357 0.08 -0.01 -0.01
H 1.4752 0.9358 -3.5770 0.01 -0.01 -0.15
H 0.8393 -0.3644 -1.4901 0.19 -0.06 -0.11
H 1.6273 2.3581 -0.3857 0.11 0.03 0.21
H -0.5127 0.2159 0.4213 -0.16 0.06 -0.09
H 1.0210 0.2918 1.3524 0.29 0.26 0.16
H 0.1778 1.7146 1.3474 0.14 -0.03 -0.02


No. 3
21
Properties=species:S:1:pos:R:3:forces:R:3 method="wB97M-V/def2-TZVPD" lumo_ev=-3.13 charge=+1 gap_ev=11.666 e_homo_ev=-14.8 relative_energy_kcal_mol=22.8
C 1.4804 -2.0727 0.1603 1.20 0.90 -0.36
C 1.0815 0.0267 1.4659 -1.07 0.49 -1.33
N 1.3213 -0.5944 0.2914 1.03 -1.04 1.47
N 1.1321 -0.6428 2.6241 0.65 -0.19 -1.28
N 0.7382 1.3053 1.3930 -0.75 1.05 1.47
H 1.9278 -0.0995 -0.3348 -0.24 0.49 -0.51
H 1.9259 -1.2714 2.5534 -0.65 -0.39 1.12
H 0.5673 -0.4945 3.4474 0.38 0.15 -0.07
H 0.3018 1.7134 2.2078 0.56 0.01 0.36
H 0.4993 1.8789 0.5978 0.20 -0.89 -0.67
H 0.8253 -2.3170 -0.6662 -0.17 -0.76 0.28
H 1.3965 -2.6321 1.0869 -0.94 0.12 -0.11
H 2.5190 -2.2774 -0.1185 -0.15 0.07 -0.35
C -1.3455 0.6893 -1.5555 1.03 0.63 -0.15
C -2.6830 1.2055 -2.1040 1.04 -1.15 0.35
H -1.1122 0.9912 -0.5319 -0.37 -0.07 0.13
H -1.1670 -0.3815 -1.6395 -0.50 -0.17 0.13
H -0.5286 1.1177 -2.1573 -0.15 0.03 0.02
H -2.7410 0.6868 -3.0599 -0.61 0.54 -0.25
H -2.6377 2.2850 -2.1924 -0.28 0.03 -0.21
H -3.5015 0.8836 -1.4683 -0.21 0.14 -0.06


No. 4
21
Properties=species:S:1:pos:R:3:forces:R:3 method="wB97M-V/def2-TZVPD" lumo_ev=-2.79 charge=+1 gap_ev=9.537 e_homo_ev=-12.3 relative_energy_kcal_mol=26.6
C 1.0663 -0.4495 1.0881 -0.35 0.52 -0.02
C 0.6333 -1.7036 1.0450 0.02 -0.23 -0.14
N 1.4102 -2.8024 0.7434 -0.26 0.08 -0.38
N 0.1159 0.6261 1.4068 -0.57 -0.11 0.16
H 2.0707 -0.1210 0.8982 0.20 -0.05 -0.09
H -0.4060 -1.9234 1.2786 0.07 0.02 0.13
H 0.8776 -3.6191 0.4915 -0.02 -0.12 0.15
H 2.1074 -2.6297 0.0352 0.30 -0.01 0.17
H -0.7522 0.8642 0.5874 0.32 0.06 0.03
H 0.5702 1.5026 1.6559 0.19 -0.16 -0.08
H -0.4317 0.3670 2.2241 0.08 -0.02 0.24
C 0.0665 1.6105 -2.0134 -0.15 0.00 0.05
C -1.2588 0.9321 -1.7339 -0.26 -0.01 0.36
N -1.7319 1.2551 -0.3432 0.20 0.00 -0.55
H 0.7982 1.3971 -1.2340 0.02 -0.01 0.03
H 0.4768 1.2415 -2.9459 0.06 0.01 -0.18
H -0.0557 2.6901 -2.1009 0.05 0.03 0.02
H -2.0304 1.2496 -2.4399 0.18 -0.09 -0.06
H -1.1672 -0.1530 -1.7856 0.00 0.03 -0.06
H -1.8021 2.2664 -0.2720 -0.12 0.09 0.06
H -2.6754 0.8965 -0.2243 0.05 -0.04 0.16